Record 1
A molecular structure, C30H36N6O2SV at a distorted geometry, computed with the ωB97M-V functional and the def2-TZVPD basis.

Last column: Mulliken charge in e.
Geometry (Å):
1 V -0.9507 -0.0265 -1.1837  0.556
2 C 1.5578 1.1728 1.4715  -0.914
3 C 2.2310 0.2883 0.6111  0.121
4 C 1.8512 0.6392 -0.7344  1.893
5 C 0.8650 1.6772 -0.6128  -1.899
6 C 0.7086 2.0165 0.7460  -0.723
7 C -0.1025 3.1491 1.3392  2.092
8 C 0.7798 3.9336 2.3216  -1.778
9 C -0.5892 4.1197 0.2617  -1.751
10 C -1.3210 2.6044 2.0988  -1.580
11 C 2.7027 0.6052 -2.0179  1.838
12 C 1.9239 1.1214 -3.2354  -1.875
13 C 3.8678 1.5916 -1.8047  -1.682
14 C 3.2658 -0.7506 -2.4548  -1.677
15 C 3.0609 -0.8651 1.1781  2.604
16 C 3.0225 -0.8538 2.7144  -2.106
17 C 2.4567 -2.2130 0.7513  -1.223
18 C 4.5542 -0.8234 0.8145  -1.854
19 H 1.6367 1.1712 2.5474  0.460
20 H 0.5634 2.3216 -1.4233  1.177
21 H 1.6657 4.3168 1.8148  0.389
22 H 1.1147 3.3044 3.1459  0.263
23 H 0.2265 4.7766 2.7410  0.452
24 H 0.2544 4.5400 -0.2885  0.327
25 H -1.1331 4.9461 0.7249  0.459
26 H -1.2564 3.6329 -0.4469  0.202
27 H -1.0098 1.9214 2.8914  0.170
28 H -1.9884 2.0680 1.4208  0.083
29 H -1.8886 3.4169 2.5595  0.585
30 H 1.6307 2.1635 -3.1220  0.306
31 H 1.0256 0.5346 -3.4283  0.175
32 H 2.5638 1.0573 -4.1179  0.499
33 H 3.4730 2.5646 -1.5088  0.307
34 H 4.4358 1.7172 -2.7305  0.484
35 H 4.5487 1.2623 -1.0264  0.233
36 H 2.4681 -1.4007 -2.8130  0.230
37 H 3.8078 -1.2688 -1.6735  0.120
38 H 3.9579 -0.6016 -3.2870  0.522
39 H 2.0068 -0.9789 3.0947  0.177
40 H 3.4273 0.0733 3.1187  0.390
41 H 3.6233 -1.6795 3.0989  0.507
42 H 1.4110 -2.2773 1.0605  0.021
43 H 3.0004 -3.0411 1.2141  0.531
44 H 2.4884 -2.3440 -0.3257  0.079
45 H 4.9957 0.1241 1.1269  0.363
46 H 4.7416 -0.9453 -0.2478  0.269
47 H 5.0819 -1.6280 1.3331  0.482
48 S -6.7356 -3.8351 1.8224  0.142
49 N -6.4440 -3.4142 0.2906  -0.703
50 C -5.2779 -2.7882 0.2770  0.707
51 C -4.6280 -2.2387 -0.8889  0.270
52 C -5.1580 -2.3062 -2.1770  -0.604
53 C -4.4443 -1.7435 -3.2135  -1.020
54 C -3.2302 -1.1194 -2.9428  -0.270
55 N -2.7158 -1.0442 -1.7218  0.199
56 C -3.3970 -1.5997 -0.7010  0.093
57 C -2.7760 -1.5103 0.6088  -0.486
58 N -1.5710 -0.8963 0.6643  0.927
59 C -0.9638 -0.8307 1.8400  -0.094
60 C -1.5197 -1.3390 3.0145  -1.210
61 C -2.7505 -1.9500 2.9727  -0.985
62 C -3.3976 -2.0498 1.7388  0.619
63 C -4.6773 -2.6921 1.5605  0.654
64 N -5.4024 -3.2478 2.5181  -0.680
65 H -6.1092 -2.7934 -2.3372  0.552
66 H -4.8118 -1.7697 -4.2283  0.422
67 H -2.6509 -0.6460 -3.7260  0.550
68 H 0.0019 -0.3411 1.8308  0.037
69 H -0.9698 -1.2394 3.9394  0.604
70 H -3.2207 -2.3579 3.8563  0.525
71 N 0.3965 -2.7795 -2.0908  -0.133
72 C 0.0041 -1.7462 -1.7211  0.258
73 H 1.0138 -3.5215 -2.3447  0.236
74 O -1.1606 1.0724 -2.9174  -0.439
75 N -1.9730 1.9122 -2.4284  -0.066
76 O -2.1883 1.6811 -1.2129  -0.408

Summary:
HOMO-LUMO gap (alpha / beta)   4.80 / 4.94 eV
2S+1   4
Energy above the lowest of the compared OMol25 structures with the same formula, charge and spin   0.0 kJ/mol
HOMO level (alpha / beta)   -6.00 / -6.17 eV


Record 2
A single CH8N2O2Si2 molecule at a distorted geometry, computed with the ωB97M-V functional and the def2-TZVPD basis.

Last column: Mulliken charge in e.
Geometry (Å):
1 C -0.8640 0.7464 1.1130  0.835
2 N -0.3841 1.4885 2.1649  -0.446
3 N -2.0636 0.7100 0.7107  -0.740
4 O 0.0933 0.0772 0.4879  -0.246
5 O -0.9632 -0.1290 -2.0069  -0.472
6 Si 2.1101 -1.0970 -1.4323  0.385
7 Si -0.0992 -0.8930 -0.8661  0.261
8 H -1.0433 1.8374 2.8371  0.198
9 H 0.5300 1.2486 2.5156  0.234
10 H -2.7160 1.2494 1.2726  0.175
11 H -1.7328 0.3558 -1.7035  0.330
12 H 2.7460 0.0929 -2.0122  -0.125
13 H 2.3007 -2.1844 -2.4008  -0.159
14 H 2.9471 -1.4379 -0.2705  -0.123
15 H -0.8609 -2.0649 -0.4095  -0.106

Summary:
HOMO-LUMO gap   10.47 eV
SMILES   [H]/N=C(\N)O[Si@@H](O)[SiH3]
2S+1   1
Energy above the lowest of the compared OMol25 structures with the same formula, charge and spin   0.0 kJ/mol
HOMO level   -9.71 eV


Record 3
A single C4H10ClNSi molecule at a distorted geometry, computed with the ωB97M-V functional and the def2-TZVPD basis.

Last column: Mulliken charge in e.
Geometry (Å):
1 C -1.6208 -1.8536 -1.8887  -0.660
2 C -1.1361 -1.1071 -0.9079  -0.044
3 C 0.3872 2.2558 0.4045  -0.888
4 C 0.7496 1.1309 1.4319  -0.564
5 N 1.1760 -0.0488 0.7551  -0.220
6 Si 0.2126 -1.5396 0.3058  0.460
7 Cl 1.4746 -2.9110 -0.9586  -0.327
8 H -2.3429 -1.3277 -2.5986  0.198
9 H -1.3043 -2.7887 -2.1366  0.345
10 H -1.3467 0.0213 -0.8867  0.117
11 H -0.0912 1.7733 -0.4570  0.173
12 H -0.4894 2.8699 0.7243  0.300
13 H 1.1865 2.8230 0.1292  0.391
14 H 1.4433 1.6026 2.1663  0.296
15 H -0.1211 1.0902 2.0777  0.321
16 H 2.0561 0.1575 0.3795  0.233
17 H -0.2332 -2.1480 1.4597  -0.131

Summary:
HOMO-LUMO gap   9.77 eV
SMILES   C=C[Si@@H](Cl)NCC
2S+1   1
Energy above the lowest of the compared OMol25 structures with the same formula, charge and spin   154.5 kJ/mol
HOMO level   -9.10 eV